C39H78BIN2O9P | the ωB97M-V functional and the def2-TZVPD basis

Each line ends with the Löwdin charge.
Cartesian coordinates (Å):
C -8.0378 8.2019 -4.2440  -0.133
O -6.9192 7.4101 -3.7779  -0.241
C -6.8670 7.3397 -2.3309  -0.228
C -7.5084 5.9463 -1.8145  -0.163
C -6.3461 4.8122 -1.6114  -0.177
C -6.3466 4.2589 -0.0863  -0.193
C -6.2502 2.6451 -0.0381  -0.215
C -5.0145 2.0874 0.8210  -0.210
C -4.9105 2.6681 2.3168  -0.210
C -3.3667 3.0104 2.7354  -0.189
C -3.2986 4.6002 2.9765  -0.186
C -1.7781 5.1728 3.0489  -0.150
C -1.3459 5.9882 1.7327  -0.277
O -1.7636 5.0638 0.6640  -0.349
P -0.4758 3.9121 0.2916  0.562
C 0.6789 2.4420 -0.1786  -0.303
C -0.2483 1.1327 -0.3952  -0.790
O -0.5353 0.4257 0.6085  -0.104
I -0.9269 0.6322 -2.4442  0.691
B -0.1572 4.5584 -1.5233  -0.480
C -1.3862 4.5611 -2.5921  -0.087
O 1.1640 5.0714 -1.9379  -0.022
O 0.7549 4.9192 1.0596  -0.286
C 0.2164 6.2174 1.4054  -0.326
C 1.0871 7.2117 2.3081  -0.138
C 1.1053 6.8690 3.8785  -0.189
C 0.1895 7.9604 4.6520  -0.179
C -0.2579 7.2726 6.0432  -0.204
O -1.3396 7.9684 6.7340  -0.114
C -2.6112 7.5945 6.1727  -0.240
O -3.4766 7.0220 6.8900  0.030
H -7.8228 8.5647 -5.3116  0.095
H -8.9779 7.5295 -4.1936  0.095
H -8.2318 9.1263 -3.5888  0.087
H -7.4699 8.1780 -1.8162  0.114
H -5.7695 7.3986 -2.0241  0.123
H -8.0519 6.1711 -0.8200  0.103
H -8.2404 5.5817 -2.6119  0.106
H -6.5942 3.9856 -2.3737  0.105
H -5.3372 5.3020 -1.8325  0.103
H -5.4779 4.7271 0.5104  0.100
H -7.3232 4.5553 0.4309  0.096
H -7.2369 2.1742 0.3298  0.104
H -6.1016 2.2468 -1.1163  0.101
H -4.0435 2.3664 0.2572  0.108
H -5.0445 0.9312 0.8779  0.113
H -5.5417 3.6283 2.4679  0.095
H -5.3703 1.8866 3.0381  0.102
H -3.0799 2.4082 3.6761  0.112
H -2.6794 2.6784 1.8865  0.074
H -3.8987 5.0934 2.1399  0.094
H -3.8308 4.8132 3.9792  0.111
H -1.7667 5.8839 3.9689  0.072
H -1.0204 4.3496 3.2915  0.109
H -2.0297 6.9257 1.7176  0.151
H -1.5329 3.0497 -0.2521  -0.003
H -0.6457 3.1637 1.5348  0.041
H 1.4395 2.2299 0.6532  0.095
H 1.2587 2.5694 -1.1579  0.074
H -2.3664 4.3118 -2.0369  0.054
H -1.5062 5.6580 -2.9530  0.073
H -1.1547 3.8348 -3.4451  0.042
H 1.1264 6.0475 -1.7935  0.086
H 0.1524 6.8065 0.4016  0.137
H 0.7363 8.2924 2.0850  0.120
H 2.1728 7.1538 1.9320  0.116
H 2.1885 7.0537 4.2482  0.112
H 0.8546 5.7879 4.1399  0.112
H -0.6876 8.3031 4.0011  0.102
H 0.7898 8.9134 4.9176  0.120
H 0.6509 7.2215 6.7318  0.137
H -0.6060 6.2042 5.8265  0.115
H -2.7947 7.8722 5.0741  0.154
C 3.7282 -4.0298 -2.1153  -0.044
C 4.4835 -3.5895 -0.8315  -0.473
C 4.1843 -4.5925 0.3032  -0.134
C 2.7689 -4.4635 0.8586  -0.185
C 2.4748 -3.0251 1.2791  -0.128
C 2.7734 -1.9906 0.1727  -0.470
N 4.1134 -2.1882 -0.4606  -0.043
O 5.0518 -1.7334 0.4157  -0.027
C 1.6737 -2.0451 -0.9154  -0.047
C 2.6097 -0.5727 0.7807  -0.041
C 5.9789 -3.7034 -1.2304  -0.047
H 4.2971 -4.7786 -2.6749  0.069
H 2.7665 -4.4988 -1.9074  0.058
H 3.5691 -3.1882 -2.7943  0.091
H 4.8966 -4.4592 1.1257  0.124
H 4.3321 -5.6194 -0.0570  0.101
H 2.0303 -4.7996 0.1267  0.095
H 2.6546 -5.1240 1.7245  0.112
H 1.4278 -2.9507 1.5889  0.128
H 3.0723 -2.8005 2.1702  0.123
H 1.9180 -1.3860 -1.7530  0.081
H 0.7095 -1.7152 -0.5167  0.066
H 1.4956 -3.0449 -1.3079  0.058
H 3.2467 -0.4139 1.6546  0.080
H 1.5822 -0.4118 1.1168  0.066
H 2.8399 0.2015 0.0429  0.088
H 6.2085 -3.0238 -2.0598  0.091
H 6.2160 -4.7184 -1.5609  0.074
H 6.6594 -3.4810 -0.4071  0.073
C 2.0662 -9.1850 -3.1286  -0.040
C 2.7262 -9.0632 -1.7275  -0.473
C 3.9595 -8.1411 -1.8253  -0.138
C 5.1405 -8.7935 -2.5375  -0.179
C 5.4859 -10.1393 -1.9037  -0.134
C 4.2727 -11.0864 -1.7781  -0.487
N 3.0729 -10.4175 -1.1918  -0.046
O 3.2910 -10.2883 0.1464  -0.022
C 3.9130 -11.6737 -3.1628  -0.045
C 4.7135 -12.3319 -0.9625  -0.048
C 1.6361 -8.3665 -0.8704  -0.040
H 1.3845 -8.3515 -3.3192  0.084
H 2.7866 -9.1582 -3.9461  0.063
H 1.4727 -10.0992 -3.2128  0.089
H 4.2828 -7.8312 -0.8248  0.114
H 3.6941 -7.2161 -2.3537  0.115
H 4.9315 -8.9220 -3.6022  0.101
H 6.0117 -8.1329 -2.4809  0.113
H 6.2763 -10.6179 -2.4910  0.123
H 5.9152 -9.9506 -0.9131  0.124
H 2.9996 -12.2725 -3.1086  0.091
H 4.7089 -12.3308 -3.5271  0.085
H 3.7827 -10.9217 -3.9383  0.057
H 5.1155 -12.0709 0.0193  0.076
H 5.5069 -12.8758 -1.4841  0.082
H 3.8788 -13.0245 -0.8185  0.088
H 0.7348 -8.9885 -0.8147  0.091
H 1.3486 -7.4089 -1.3123  0.080
H 1.9655 -8.1492 0.1468  0.074

Values from the calculation:
- E_LUMO (alpha / beta) (eV) = 1.79 / 0.92
- HOMO-LUMO gap (alpha / beta) (eV) = 6.2 / 5.3
- spin multiplicity = 3
- total charge = -1



C39H78N6O6PS | the ωB97M-V functional and the def2-TZVPD basis

Each line ends with the Löwdin charge.
Cartesian coordinates (Å):
C 3.4421 -7.2565 1.7972  -0.098
C 2.1238 -6.9132 2.5443  -0.207
C 1.1966 -6.2953 1.4975  -0.235
O -0.1471 -6.1449 1.9715  -0.093
C -0.5281 -4.8269 2.1637  -0.182
N -1.6171 -4.4647 1.2200  0.006
C -1.4707 -5.0101 -0.1457  -0.103
C -1.7666 -3.9227 -1.1926  -0.262
C -1.4660 -4.4555 -2.6203  -0.167
C -1.6021 -5.9745 -2.8041  -0.273
C -3.0491 -6.4990 -2.6617  -0.560
S -3.9851 -6.3291 -4.2133  0.726
C -0.7988 -2.7547 -0.7862  -0.343
P -0.5096 -1.5050 -2.1279  1.044
C -2.0052 -1.2129 -3.1745  -0.371
C -1.8823 -1.6162 -4.6720  -0.142
C 1.0200 -1.8434 -3.0937  -0.389
C 1.2111 -0.6622 -4.1033  -0.146
N -1.3722 -2.1916 0.4434  0.015
N -0.6926 -1.1630 1.1070  0.059
C -1.2292 0.1796 0.9203  -0.490
C -1.0592 1.1160 2.1176  0.010
O -1.8076 0.5463 -0.0296  0.130
C 0.7355 -1.2090 1.0353  -0.459
C 1.5064 -0.0015 0.4962  0.023
O 1.3384 -2.1619 1.3403  0.139
C -1.9543 -3.1228 1.2638  -0.247
N -2.8952 -2.8279 2.0886  0.207
C -3.4770 -1.4934 2.2753  -0.090
C -4.2179 -0.9820 1.0402  -0.226
O -5.4060 -1.7642 0.8838  -0.050
H 4.3112 -7.2323 2.4494  0.072
H 3.5900 -6.4667 1.0490  0.068
H 3.3477 -8.1836 1.2346  0.076
H 2.3150 -6.2322 3.3726  0.111
H 1.6882 -7.8600 2.8619  0.112
H 1.6315 -5.3886 1.0647  0.121
H 1.1549 -7.0306 0.6819  0.128
H -0.9553 -4.7868 3.1766  0.139
H 0.3143 -4.1242 2.1628  0.119
H -0.4752 -5.3894 -0.3821  0.122
H -2.1623 -5.8479 -0.2240  0.123
H -2.8168 -3.6086 -1.1786  0.143
H -2.2184 -4.0138 -3.2766  0.094
H -0.4651 -4.1839 -2.9542  0.099
H -1.3248 -6.1792 -3.8424  0.098
H -0.8910 -6.5567 -2.2142  0.106
H -2.9641 -7.5711 -2.4733  0.069
H -3.5627 -6.0896 -1.7921  0.066
H -4.7910 -5.2793 -3.9486  -0.150
H 0.1543 -3.2844 -0.6502  0.126
H -2.2436 -0.1509 -3.1328  0.068
H -2.8749 -1.7233 -2.7474  0.064
H -2.7908 -2.1408 -4.9828  0.069
H -1.7871 -0.7656 -5.3421  0.072
H -1.0801 -2.3369 -4.8299  0.057
H 1.0263 -2.7612 -3.6863  0.058
H 1.8641 -1.7866 -2.4086  0.068
H 0.2995 -0.0710 -4.2140  0.040
H 1.9884 0.0296 -3.7905  0.068
H 1.3980 -1.0830 -5.0894  0.077
H -1.9736 1.6748 2.2991  0.098
H -0.8851 0.4954 3.0011  0.072
H -0.2075 1.7822 2.0114  0.079
H 1.0851 0.3593 -0.4425  0.069
H 1.5510 0.7546 1.2835  0.080
H 2.5287 -0.3248 0.3254  0.094
H -3.2755 -3.5809 2.6471  0.185
H -4.2576 -1.6006 3.0305  0.140
H -2.7844 -0.7592 2.6814  0.107
H -3.6337 -1.0757 0.1267  0.098
H -4.4832 0.0610 1.2352  0.133
H -5.5728 -1.7719 -0.0662  0.092
C -1.0061 4.0844 7.4153  -0.030
C -0.5503 2.7161 6.8494  -0.481
C 0.3453 1.9992 7.8680  -0.133
C 1.7691 2.5457 7.9426  -0.171
C 2.3932 2.6271 6.5523  -0.133
C 1.5340 3.4183 5.5630  -0.492
N 0.1271 2.9197 5.5327  -0.068
O 0.0999 1.8069 4.8742  -0.048
C 1.5752 4.9134 5.9342  -0.034
C 2.1758 3.3560 4.1764  -0.045
C -1.8396 1.9052 6.6990  -0.050
H -1.2023 4.8006 6.6166  0.089
H -1.9340 3.9899 7.9789  0.083
H -0.2824 4.5219 8.1022  0.071
H 0.4023 0.9346 7.6161  0.123
H -0.1153 2.0536 8.8569  0.129
H 1.7799 3.5264 8.4256  0.105
H 2.3747 1.8929 8.5744  0.116
H 3.3844 3.0801 6.6235  0.127
H 2.5506 1.6096 6.1781  0.125
H 0.9090 5.4932 5.2930  0.094
H 2.5838 5.3055 5.7996  0.091
H 1.3144 5.1196 6.9684  0.060
H 2.3179 2.3325 3.8281  0.072
H 3.1608 3.8213 4.1980  0.089
H 1.5706 3.8894 3.4395  0.090
H -2.5091 2.3590 5.9643  0.091
H -2.3651 1.8647 7.6525  0.088
H -1.6496 0.8738 6.4014  0.074
C 0.8322 6.1140 -3.9456  -0.032
C 1.5404 4.7409 -4.0609  -0.482
C 3.0139 4.9417 -4.4376  -0.135
C 3.2420 5.2858 -5.9078  -0.173
C 2.5234 4.2913 -6.8155  -0.134
C 1.0338 4.1605 -6.4887  -0.494
N 0.8092 3.8812 -5.0396  -0.076
O 1.1072 2.6448 -4.8080  -0.033
C 0.3035 5.4486 -6.9162  -0.036
C 0.4198 3.0695 -7.3663  -0.044
C 1.4883 4.1528 -2.6487  -0.052
H -0.2328 6.0324 -4.1659  0.088
H 0.9081 6.5145 -2.9347  0.080
H 1.2639 6.8706 -4.6001  0.070
H 3.5747 4.0284 -4.2112  0.123
H 3.4447 5.7264 -3.8114  0.127
H 2.9121 6.3064 -6.1199  0.104
H 4.3124 5.2652 -6.1226  0.115
H 2.6466 4.5938 -7.8577  0.127
H 3.0119 3.3153 -6.7229  0.125
H -0.7478 5.4158 -6.6246  0.093
H 0.3401 5.5582 -8.0005  0.090
H 0.7386 6.3590 -6.5131  0.059
H 0.9225 2.1095 -7.2517  0.077
H 0.5008 3.3449 -8.4177  0.088
H -0.6391 2.9316 -7.1375  0.090
H 0.4585 3.9658 -2.3354  0.092
H 1.9344 4.8509 -1.9403  0.086
H 2.0475 3.2206 -2.5660  0.071

Values from the calculation:
- E_LUMO (eV) = -2.87
- HOMO-LUMO gap (eV) = 7.1
- spin multiplicity = 3
- total charge = +1



Number 1: E_tot -81173.0061 eV. Number 2: E_tot -83045.8096 eV.